Model a:
Molecular formula: C18H27N3O2
Method: DFT, ωB97M-V/def2-TZVPD

As for the structure (SMILES): CCCCNC(=O)c1ccc2c(OCC)n(CCCC)nc2c1. Its gap between HOMO and LUMO is 8.299 eV. The net charge is 0. The value obtained for the lowest unoccupied orbital energy is 0.632 eV.

CARTESIAN COORDINATES (ANGSTROEM)
C: 5.17652 1.29416 4.31897
C: 4.19684 2.00062 3.39076
C: 4.91456 2.70181 2.23979
C: 3.94081 3.43384 1.31487
N: 3.01932 2.53090 0.66835
C: 1.69559 2.50107 0.96899
O: 1.17904 3.29207 1.73408
C: 0.92752 1.42087 0.28376
C: 1.25687 1.00365 -1.03075
C: 0.55631 0.02292 -1.67243
C: -0.51236 -0.59748 -0.99866
C: -1.45288 -1.60055 -1.26032
O: -1.71016 -2.43571 -2.29206
C: -0.84202 -2.37498 -3.41051
C: -1.28460 -3.44315 -4.39672
N: -2.23219 -1.70125 -0.16727
C: -3.33195 -2.61230 0.00788
C: -4.52920 -2.30109 -0.89576
C: -5.37657 -1.11389 -0.43686
C: -4.67067 0.23120 -0.56218
N: -1.89205 -0.85391 0.80384
C: -0.85309 -0.16600 0.33121
C: -0.12671 0.85741 0.95710
H: 4.64608 0.80097 5.12968
H: 5.74669 0.54300 3.77554
H: 5.87599 2.00725 4.75022
H: 3.48801 1.27338 2.98847
H: 3.62229 2.73765 3.95457
H: 5.48233 1.96741 1.66077
H: 5.62382 3.42880 2.64030
H: 4.49832 3.98732 0.55026
H: 3.32954 4.13540 1.88723
H: 3.41653 1.77838 0.12900
H: 2.05940 1.50319 -1.55449
H: 0.82232 -0.25871 -2.68046
H: -0.90232 -1.38018 -3.87095
H: 0.19151 -2.55462 -3.08730
H: -0.64089 -3.42578 -5.27118
H: -2.31067 -3.26272 -4.70562
H: -1.22995 -4.42414 -3.93256
H: -2.97077 -3.62172 -0.21438
H: -3.61624 -2.54927 1.05969
H: -5.16106 -3.19168 -0.91629
H: -4.16816 -2.12819 -1.91072
H: -6.28508 -1.09560 -1.04456
H: -5.67789 -1.26792 0.60137
H: -4.28504 0.36892 -1.57083
H: -3.84617 0.30760 0.14054
H: -5.36762 1.03921 -0.35175
H: -0.38989 1.19182 1.94736

Atomic partial charges in e from the Mulliken method, atoms 1 to 2:
1 C -1.401
2 C -0.029

=====

Model b:
Molecular formula: C18H27N3O2
Method: DFT, ωB97M-V/def2-TZVPD

As for the structure (SMILES): COC(=O)[C@]12CC[C@](c3nnc4n3CCCCCC4)(CC1)CC2. Its gap between HOMO and LUMO is 9.664 eV. The net charge is 0. The value obtained for the lowest unoccupied orbital energy is 0.643 eV.

CARTESIAN COORDINATES (ANGSTROEM)
C: -4.40030 4.83786 2.38585
O: -3.33456 3.89053 2.28589
C: -3.33024 3.02918 1.24178
O: -4.20774 2.98394 0.34054
C: -2.07050 2.12287 1.07804
C: -1.10511 2.74455 0.05072
C: 0.13010 1.85971 -0.12580
C: 0.06685 0.56199 0.72521
C: 1.29725 -0.36809 0.56087
N: 2.19755 -0.57847 1.51011
N: 3.24938 -1.28513 1.00907
C: 2.99510 -1.52424 -0.23467
N: 1.75020 -1.01588 -0.61677
C: 1.12889 -1.13263 -1.95805
C: 0.42607 -2.44253 -2.17782
C: 1.10104 -3.73929 -1.71266
C: 2.47044 -3.88961 -2.34333
C: 3.66230 -3.68725 -1.40664
C: 3.98793 -2.22627 -1.12200
C: -0.14020 0.95280 2.21227
C: -1.28707 1.91877 2.41949
C: -1.23322 -0.20129 0.44498
C: -2.47717 0.73999 0.55379
H: -5.42472 4.33854 2.42749
H: -4.36416 5.48064 1.52727
H: -4.29308 5.43744 3.30971
H: -0.85605 3.79403 0.34323
H: -1.66999 2.84276 -0.89460
H: 1.02440 2.46560 0.12813
H: 0.21055 1.60844 -1.15927
H: 1.88840 -1.03654 -2.72675
H: 0.42479 -0.30328 -2.13658
H: 0.12567 -2.48865 -3.22677
H: -0.50466 -2.40585 -1.58683
H: 1.11497 -3.77994 -0.63847
H: 0.39775 -4.55596 -2.04707
H: 2.50167 -4.89447 -2.73871
H: 2.53180 -3.27592 -3.23662
H: 4.54120 -4.11933 -1.88513
H: 3.58330 -4.23454 -0.48449
H: 5.00454 -2.09528 -0.67997
H: 3.98769 -1.69088 -2.05811
H: -0.32927 0.04760 2.82720
H: 0.80393 1.38579 2.55706
H: -1.95966 1.51361 3.20909
H: -0.89334 2.91511 2.75119
H: -1.28340 -0.55465 -0.57582
H: -1.31477 -1.06466 1.13607
H: -3.23324 0.26810 1.19834
H: -2.89133 0.85077 -0.46044

Atomic partial charges in e from the Mulliken method, atoms 1 to 2:
1 C -0.664
2 O -0.299

=====

Name the most stable of them. model a.

=====

Model a:
Molecular formula: C19H30N6O6S2SiW
Method: DFT, ωB97M-V/def2-TZVPD

As for the spin multiplicity: 3. Its gap between HOMO and LUMO (alpha / beta) is 7.059 / 6.966 eV. The net charge is 0. The value obtained for the lowest unoccupied orbital energy (alpha / beta) is 0.197 / -0.757 eV.

CARTESIAN COORDINATES (ANGSTROEM)
W: 0.14776 -1.10096 0.63441
O: 1.33894 -1.03564 -1.05403
N: 2.00028 -2.05132 -1.62636
C: 3.04726 -1.67662 -2.41021
C: 3.77244 -2.59541 -3.09725
C: 3.39350 -3.95112 -2.97323
C: 2.32532 -4.30238 -2.19669
C: 1.55570 -3.33315 -1.48569
S: 0.21692 -3.66538 -0.54405
H: 3.21572 -0.61184 -2.42882
H: 4.59968 -2.27856 -3.71196
H: 3.95061 -4.71604 -3.49600
H: 2.01364 -5.33010 -2.08621
C: 3.76528 -0.15351 0.74293
C: 2.81344 0.64228 1.57496
C: 3.22110 1.63603 2.44038
C: 2.25073 2.33217 3.17758
C: 0.90651 2.04289 3.07686
C: 0.54001 1.01586 2.18359
N: 1.49914 0.40156 1.44582
N: -0.63253 0.43452 1.89073
Si: -2.16768 0.68122 2.72663
C: -1.89326 0.27146 4.53791
C: -2.68630 2.48351 2.54391
C: -3.45571 -0.43820 1.99400
H: 3.51542 -1.21482 0.78108
H: 4.78467 -0.01136 1.09525
H: 3.70435 0.17271 -0.29651
H: 4.27193 1.85646 2.55062
H: 2.57311 3.11002 3.85808
H: 0.16141 2.55153 3.66929
H: -1.19438 0.94324 5.03762
H: -1.50796 -0.74367 4.63708
H: -2.84569 0.32712 5.07135
H: -1.83720 3.15183 2.39968
H: -3.23006 2.82353 3.42652
H: -3.33645 2.59693 1.67700
H: -3.08262 -1.45719 1.88965
H: -3.76538 -0.09728 1.00876
H: -4.32061 -0.45927 2.66084
N: -1.05118 -1.98896 -3.02004
N: -1.84670 -0.88177 -2.72696
C: -2.08807 -0.42782 -1.45693
O: -2.83889 0.52493 -1.29840
O: -1.52985 -1.10404 -0.47842
H: -0.60630 -1.83031 -3.91433
H: -1.61346 -2.83288 -3.06115
H: -2.47551 -0.50353 -3.41941
O: 0.00482 1.24599 -0.87435
S: -0.89720 2.41319 -0.59782
C: -1.53055 2.93140 -2.22879
C: -0.91408 4.28277 -2.58284
C: 0.46522 4.30718 -1.93184
C: 0.20959 3.84948 -0.50155
H: -2.61520 2.90153 -2.20999
H: -1.17345 2.12927 -2.87616
H: -1.52201 5.09030 -2.16663
H: -0.87892 4.43044 -3.66287
H: 0.93257 5.29178 -1.97160
H: 1.13200 3.59663 -2.42578
H: -0.30012 4.61928 0.08218
H: 1.08345 3.50819 0.05277
O: 1.40378 -2.28225 1.77693
N: 0.42506 -2.01815 2.62469
O: -0.72982 -2.31261 2.03159

Atomic partial charges in e from the Mulliken method, atoms 1 to 2:
1 W 1.168
2 O -0.357

=====

Model b:
Molecular formula: C19H30N6O6S2SiW
Method: DFT, ωB97M-V/def2-TZVPD

As for the spin multiplicity: 3. Its gap between HOMO and LUMO (alpha / beta) is 5.996 / 5.129 eV. The net charge is 0. The value obtained for the lowest unoccupied orbital energy (alpha / beta) is 0.267 / -2.512 eV.

CARTESIAN COORDINATES (ANGSTROEM)
W: -0.21378 0.92668 -0.56929
O: -0.45987 1.67273 1.28421
N: 0.11856 2.84707 1.64859
C: 0.27391 3.03442 3.00523
C: 0.21124 4.30040 3.53939
C: -0.03866 5.43253 2.75905
C: -0.24101 5.21964 1.37638
C: -0.19030 3.95990 0.84030
S: -0.48007 3.57126 -0.78893
H: 0.46302 2.14067 3.57728
H: 0.37185 4.40144 4.60507
H: -0.09987 6.41810 3.19340
H: -0.42470 6.04393 0.69952
C: -3.23308 1.03651 1.81436
C: -2.83754 -0.26544 1.18321
C: -3.50374 -1.44027 1.44919
C: -3.10982 -2.61134 0.79256
C: -2.10100 -2.59764 -0.13237
C: -1.47362 -1.36544 -0.39287
N: -1.82462 -0.26952 0.30778
N: -0.49455 -1.04483 -1.26313
Si: 0.28765 -2.21491 -2.31303
C: -1.01105 -3.18435 -3.24247
C: 1.32920 -3.32964 -1.23514
C: 1.41581 -1.41556 -3.56627
H: -4.21366 0.95211 2.27997
H: -3.26093 1.81682 1.05533
H: -2.50481 1.33854 2.56556
H: -4.32571 -1.44285 2.15179
H: -3.62382 -3.54131 1.00602
H: -1.80281 -3.48794 -0.66149
H: -1.31737 -4.10304 -2.73586
H: -0.62606 -3.46659 -4.22560
H: -1.89741 -2.55721 -3.37938
H: 0.75673 -3.78159 -0.41913
H: 2.12831 -2.72614 -0.79392
H: 1.78881 -4.13334 -1.82093
H: 1.17769 -1.79114 -4.56531
H: 2.45701 -1.66830 -3.35050
H: 1.33237 -0.32853 -3.57992
N: -0.93304 2.53274 -3.91820
N: -1.68209 1.35747 -3.96291
C: -2.14110 0.72140 -2.84045
O: -2.80952 -0.28499 -2.93225
O: -1.81596 1.32155 -1.69122
H: -1.25790 3.17254 -4.62873
H: 0.05460 2.33486 -4.02886
H: -1.78189 0.84689 -4.82486
O: 0.78956 -0.59969 0.84072
S: 1.74720 -0.00111 1.88497
C: 3.41981 -0.38748 1.27287
C: 4.01033 -1.46484 2.17859
C: 2.82987 -2.33014 2.61342
C: 1.79299 -1.33359 3.11496
H: 3.98560 0.54148 1.22550
H: 3.23741 -0.73745 0.25574
H: 4.46815 -1.00397 3.05722
H: 4.78186 -2.03449 1.66195
H: 3.09932 -3.06366 3.37307
H: 2.42309 -2.86380 1.75091
H: 2.07497 -0.89287 4.07414
H: 0.77461 -1.71700 3.16860
O: 1.69495 1.60684 -0.26014
N: 1.61369 0.64893 -1.26171
O: 0.82117 1.28452 -2.22199

Atomic partial charges in e from the Mulliken method, atoms 1 to 2:
1 W 2.178
2 O 0.057

=====

Name the most stable of them. model a.

=====

Model a:
Molecular formula: CH7N3
Method: DFT, ωB97M-V/def2-TZVPD

As for the structure (SMILES): [H]/N=C/N.N. Its gap between HOMO and LUMO is 10.061 eV. The net charge is 0. The value obtained for the lowest unoccupied orbital energy is 0.699 eV.

CARTESIAN COORDINATES (ANGSTROEM)
H: -2.24500 0.98573 3.74893
N: -2.10599 1.18399 2.77016
C: -1.22788 0.44806 2.20625
N: -0.62734 0.46407 1.00690
H: -1.06954 -0.44576 2.83029
H: 0.33231 0.22360 0.86395
H: -1.06209 0.87787 0.19731
N: 2.03934 -0.58910 -3.38766
H: 1.69000 -0.95181 -4.27476
H: 1.41208 -1.01515 -2.70436
H: 2.86410 -1.18152 -3.25702

Atomic partial charges in e from the Mulliken method, atoms 1 to 2:
1 H 0.266
2 N -0.648

=====

Model b:
Molecular formula: CH7N3
Method: DFT, ωB97M-V/def2-TZVPD

Its gap between HOMO and LUMO is 10.039 eV. The net charge is 0. The value obtained for the lowest unoccupied orbital energy is 1.017 eV.

CARTESIAN COORDINATES (ANGSTROEM)
C: -0.47024 0.60957 -1.09183
N: 1.27547 0.48803 0.32032
N: -0.90279 -1.13316 0.75401
N: 0.36102 -0.27911 -0.42166
H: -1.09490 0.01101 -1.68817
H: -1.07505 1.39221 -0.43176
H: 0.31749 1.12819 -1.72424
H: 0.68423 0.82471 1.07291
H: 2.03814 -0.08812 0.71757
H: -0.45957 -2.10332 0.81319
H: -0.67380 -0.85000 1.67966

Atomic partial charges in e from the Mulliken method, atoms 1 to 2:
1 C -0.538
2 N -0.460

=====

Name the most stable of them. model a.

=====

Model a:
Molecular formula: C3H3NO3
Method: DFT, ωB97M-V/def2-TZVPD

As for the structure (SMILES): [H]/N=C(/C=O)OC=O. Its gap between HOMO and LUMO is 10.356 eV. The net charge is 0. The value obtained for the lowest unoccupied orbital energy is -0.699 eV.

CARTESIAN COORDINATES (ANGSTROEM)
H: -1.74584 -1.47487 1.02903
N: -0.72635 -1.49224 1.09693
C: -0.21086 -0.50695 0.50142
C: 1.29061 -0.37839 0.59371
O: 1.92113 0.55755 0.17141
O: -0.96366 0.46877 -0.09167
C: -0.53156 1.17532 -1.19201
O: -1.22469 2.02135 -1.65995
H: 1.74318 -1.23835 1.11784
H: 0.44804 0.86779 -1.56671

Atomic partial charges in e from the Mulliken method, atoms 1 to 2:
1 H 0.291
2 N -0.587

=====

Model b:
Molecular formula: C3H3NO3
Method: DFT, ωB97M-V/def2-TZVPD

Its gap between HOMO and LUMO (alpha / beta) is 8.647 / 8.646 eV. The net charge is 0. The value obtained for the lowest unoccupied orbital energy (alpha / beta) is -0.318 / -0.318 eV.

CARTESIAN COORDINATES (ANGSTROEM)
C: 2.39877 0.00190 0.00132
C: 1.18150 -0.61438 -0.00090
C: -0.80321 -0.76689 0.02957
N: -1.50107 0.29534 0.01045
O: -0.78497 1.49636 -0.02561
O: 3.46997 0.44613 0.00770
O: -2.72509 0.38966 0.01835
H: 1.32861 -1.68464 -0.05436
H: -1.44035 2.21533 -0.04555
H: -1.12417 -1.77880 0.05903

Atomic partial charges in e from the Mulliken method, atoms 1 to 2:
1 C 0.776
2 C -0.731

=====

Model c:
Molecular formula: C3H3NO3
Method: DFT, ωB97M-V/def2-TZVPD

As for the structure (SMILES): O=COc1co[nH]1. Its gap between HOMO and LUMO is 9.364 eV. The net charge is 0. The value obtained for the lowest unoccupied orbital energy is 0.681 eV.

CARTESIAN COORDINATES (ANGSTROEM)
O: -1.53959 1.51245 0.12748
C: -1.84744 0.35893 0.21840
O: -0.97075 -0.67234 0.28774
C: 0.33454 -0.33134 0.13653
C: 1.11546 0.73153 -0.05274
O: 2.19601 -0.01557 -0.49760
N: 1.34466 -1.28695 -0.03116
H: -2.86519 -0.04184 0.27314
H: 1.15341 1.76433 0.25649
H: 1.07889 -2.01919 -0.71828

Atomic partial charges in e from the Mulliken method, atoms 1 to 2:
1 O -0.449
2 C 0.159

=====

Name the most stable of them. model a.

=====

Model a:
Molecular formula: C3H3NO3
Method: DFT, ωB97M-V/def2-TZVPD

As for the structure (SMILES): [H]/N=C(\C=O)OC=O. Its gap between HOMO and LUMO is 10.103 eV. The net charge is 0. The value obtained for the lowest unoccupied orbital energy is -0.650 eV.

CARTESIAN COORDINATES (ANGSTROEM)
H: -1.16829 1.52960 -1.01579
N: -0.30700 1.13816 -0.64007
C: -0.52053 0.03086 -0.06760
C: -1.87460 -0.62854 0.05266
O: -2.05248 -1.73420 0.48350
O: 0.47813 -0.65404 0.52200
C: 1.75588 -0.25255 0.15670
O: 2.62544 -0.16010 0.95925
H: -2.69677 0.01904 -0.31382
H: 1.85259 -0.09590 -0.92406

Atomic partial charges in e from the Mulliken method, atoms 1 to 2:
1 H 0.225
2 N -0.643

=====

Model b:
Molecular formula: C3H3NO3
Method: DFT, ωB97M-V/def2-TZVPD

As for the structure (SMILES): O=C[C@@H]1OC=NO1. Its gap between HOMO and LUMO is 9.625 eV. The net charge is 0. The value obtained for the lowest unoccupied orbital energy is -0.543 eV.

CARTESIAN COORDINATES (ANGSTROEM)
O: -2.54563 0.05922 0.02523
C: -1.35359 -0.22392 0.63758
C: -0.27595 -0.34871 -0.42951
O: 0.97758 -1.07068 -0.25342
C: 1.72635 -0.21990 0.37701
N: 1.40323 0.96905 0.30597
O: 0.17497 0.92314 -0.57441
H: -1.10111 -0.01770 1.65455
H: -0.71867 -0.60084 -1.50841
H: 2.56096 -0.70316 0.62243

Atomic partial charges in e from the Mulliken method, atoms 1 to 2:
1 O -0.455
2 C -0.043

=====

Name the most stable of them. model a.

=====

Model a:
Molecular formula: C3H3NO3
Method: DFT, ωB97M-V/def2-TZVPD

Its gap between HOMO and LUMO is 8.892 eV. The net charge is 0. The value obtained for the lowest unoccupied orbital energy is 0.425 eV.

CARTESIAN COORDINATES (ANGSTROEM)
C: -0.85399 -0.36649 -0.01879
C: -0.56992 0.94079 -0.07463
C: 1.14862 -0.25395 -0.12555
H: -2.79291 -0.14570 0.29273
H: -1.27251 1.80912 0.05734
H: 2.99987 -0.02939 -0.00178
N: 0.82263 0.98983 -0.05283
O: -2.09834 -0.91763 -0.00387
O: 2.41879 -0.82344 0.08412
O: 0.19776 -1.20314 -0.15674

Atomic partial charges in e from the Mulliken method, atoms 1 to 2:
1 C 0.601
2 C -0.263

=====

Model b:
Molecular formula: C3H3NO3
Method: DFT, ωB97M-V/def2-TZVPD

As for the structure (SMILES): CC#[N+][O-].O=C=O. Its gap between HOMO and LUMO is 10.269 eV. The net charge is 0. The value obtained for the lowest unoccupied orbital energy is 0.580 eV.

CARTESIAN COORDINATES (ANGSTROEM)
C: 1.85596 -0.37317 -0.39546
C: 0.78833 -0.11449 0.56773
N: -0.13396 0.11691 1.22596
O: -1.12912 0.35826 1.88310
H: 1.63780 0.14456 -1.33473
H: 2.81090 -0.01465 -0.00484
H: 1.93675 -1.44478 -0.59784
O: -3.54216 0.63708 0.19127
C: -2.58049 0.44132 -0.43046
O: -1.64401 0.24896 -1.10474

Atomic partial charges in e from the Mulliken method, atoms 1 to 2:
1 C -0.926
2 C 0.356

=====

Model c:
Molecular formula: C3H3NO3
Method: DFT, ωB97M-V/def2-TZVPD

As for the structure (SMILES): O=c1[nH]c(O)co1. Its gap between HOMO and LUMO is 8.618 eV. The net charge is 0. The value obtained for the lowest unoccupied orbital energy is 0.122 eV.

CARTESIAN COORDINATES (ANGSTROEM)
O: 0.04268 0.19235 -2.67921
C: -0.21943 0.14609 -1.50542
N: 0.71332 0.24290 -0.46508
C: 0.09835 -0.10014 0.69113
O: 0.66985 -0.21623 1.92151
C: -1.17896 -0.33385 0.46734
O: -1.37272 -0.14524 -0.89963
H: 1.67252 0.46260 -0.57832
H: 1.60618 0.26511 1.90048
H: -2.03180 -0.51359 1.14721

Atomic partial charges in e from the Mulliken method, atoms 1 to 2:
1 O -0.566
2 C 0.453

=====

Name the most stable of them. model c.